Here is C5H7NO3S in the gas phase at a distorted geometry from the Open Molecules 2025 dataset. Energies are from wB97M-V/def2-TZVPD.

```
17
Properties=species:S:1:pos:R:3:lowdin_charge:R:1
C 0.525 -1.157 0.074 -0.25
C 0.579 1.318 -0.571 -0.46
C -1.443 0.226 -0.224 -0.70
C -1.955 0.378 1.249 -0.08
C 2.647 -0.226 -0.357 0.00
N 1.199 -0.118 -0.177 0.01
O 0.303 -2.239 0.521 0.14
O 1.382 2.126 -0.764 0.20
O -0.692 1.355 -0.631 0.03
S -2.601 -0.330 -1.437 0.77
H -3.018 0.297 1.169 0.04
H -1.627 1.345 1.629 0.08
H -1.588 -0.475 1.803 0.06
H 2.948 -0.694 -1.318 0.11
H 2.990 0.779 -0.184 0.09
H 2.978 -0.948 0.351 0.09
H -2.627 -1.638 -1.133 -0.13
```

Its gap between HOMO and LUMO (alpha / beta) is 0.295 / 0.295 Eh. As for the energy above the lowest of the compared OMol25 structures with the same formula, charge and spin: 53.3 kcal per mole. The value obtained for the largest force on an atom is 5.6 eV Å⁻¹. As for the total charge: 0. The lowest unoccupied orbital energy (alpha / beta) comes out at 0.50 / 0.50 eV.